[1]
Molecular formula: C30H90N6O12
Method: DFT, the ωB97M-V functional and the def2-TZVPD basis

Structure (XYZ):
```
138
Properties=species:S:1:pos:R:3:mulliken_charge:R:1
C -1.36 7.13 -2.94 -1.44
C -0.51 6.04 -3.55 0.37
C -0.37 4.83 -2.64 -0.17
O 0.39 5.13 -1.50 -0.46
C 0.91 3.99 -0.89 -0.26
N -0.99 5.69 -4.90 -0.76
H -2.39 6.78 -2.78 0.31
H -1.33 8.06 -3.52 0.37
H -1.00 7.42 -1.95 0.32
H 0.48 6.46 -3.76 0.33
H 0.08 3.97 -3.17 0.17
H -1.37 4.42 -2.39 0.06
H 1.66 3.55 -1.57 0.29
H 0.22 3.21 -0.56 0.04
H 1.50 4.23 0.00 0.27
H -0.31 5.07 -5.31 0.29
H -1.84 5.13 -4.81 0.28
C -2.36 -2.82 4.42 -0.94
C -3.87 -2.78 4.25 0.68
C -4.35 -1.68 3.31 0.15
O -3.82 -0.42 3.70 0.08
C -4.50 0.19 4.78 -1.09
N -4.39 -4.07 3.76 -0.78
H -1.95 -1.84 4.71 0.29
H -1.81 -3.00 3.49 -0.05
H -2.09 -3.54 5.20 0.50
H -4.27 -2.61 5.25 0.26
H -5.44 -1.65 3.25 0.69
H -4.02 -1.85 2.28 -1.25
H -3.94 0.13 5.71 0.30
H -5.48 -0.28 4.94 0.45
H -4.73 1.23 4.58 0.26
H -4.05 -4.22 2.81 0.16
H -3.91 -4.79 4.30 0.32
C 5.75 0.75 0.83 -0.94
C 6.64 0.01 -0.17 0.91
C 7.98 0.72 -0.34 -1.10
O 7.80 2.01 -0.85 -0.28
C 9.02 2.66 -1.16 -0.76
N 6.89 -1.37 0.27 -0.78
H 5.68 1.82 0.64 0.56
H 6.08 0.56 1.85 0.24
H 4.73 0.35 0.82 0.06
H 6.16 0.01 -1.15 -0.02
H 8.63 0.05 -0.92 0.46
H 8.43 0.79 0.66 0.30
H 8.80 3.38 -1.96 0.24
H 9.73 1.94 -1.56 0.34
H 9.33 3.24 -0.29 0.27
H 7.43 -1.35 1.14 0.35
H 6.00 -1.66 0.69 0.22
C -4.82 0.64 -3.56 -1.50
C -4.03 1.34 -2.47 0.27
C -3.90 0.43 -1.22 0.61
O -5.21 0.19 -0.74 -0.49
C -5.18 -0.63 0.41 -0.13
N -2.69 1.69 -2.96 -0.41
H -4.34 -0.28 -3.90 0.23
H -4.78 1.34 -4.41 0.40
H -5.83 0.42 -3.23 0.39
H -4.51 2.25 -2.13 0.45
H -3.27 0.90 -0.47 -0.12
H -3.43 -0.49 -1.61 -0.01
H -6.21 -0.79 0.75 0.34
H -4.60 -0.21 1.23 -0.04
H -4.80 -1.62 0.15 0.08
H -2.07 1.96 -2.21 0.05
H -2.28 0.88 -3.41 0.02
C -3.75 -4.28 -0.18 -1.04
C -2.86 -5.45 0.19 0.47
C -1.41 -5.07 0.39 -0.79
O -0.96 -4.25 -0.68 -0.27
C 0.32 -3.73 -0.42 -0.29
N -3.38 -6.13 1.39 -0.54
H -4.74 -4.59 -0.53 0.52
H -3.28 -3.70 -0.98 0.30
H -3.88 -3.59 0.65 -0.14
H -2.96 -6.13 -0.67 0.29
H -0.77 -5.96 0.40 0.48
H -1.30 -4.53 1.34 0.10
H 1.11 -4.49 -0.48 0.45
H 0.31 -3.22 0.56 -0.02
H 0.55 -2.93 -1.12 0.04
H -4.35 -6.36 1.29 0.24
H -2.82 -6.96 1.49 0.25
C 2.00 0.71 -0.12 -1.27
C 0.92 0.15 -1.02 1.28
C -0.45 0.00 -0.39 -0.36
O -0.40 -0.71 0.85 0.37
C -1.67 -1.17 1.27 0.63
N 0.71 0.94 -2.24 0.02
H 2.21 -0.02 0.66 0.24
H 1.61 1.57 0.42 -0.13
H 2.90 0.97 -0.67 0.46
H 1.21 -0.86 -1.35 -0.70
H -1.15 -0.49 -1.06 -0.01
H -0.85 1.00 -0.17 -0.39
H -2.13 -1.90 0.59 0.42
H -2.34 -0.32 1.45 -0.59
H -1.55 -1.49 2.30 -0.63
H 0.24 0.35 -2.91 0.03
H 1.60 1.25 -2.61 0.19
C -2.33 2.28 2.53 0.20
O -2.94 3.49 2.12 -0.58
H -1.26 2.28 2.36 0.07
H -2.55 2.06 3.58 0.31
H -2.80 1.45 1.99 -0.26
H -3.89 3.39 2.17 0.33
C -1.24 -1.23 -4.99 -0.82
O -0.83 -1.45 -3.63 -0.30
H -1.13 -0.16 -5.16 0.31
H -0.63 -1.81 -5.69 0.30
H -2.26 -1.60 -5.12 0.30
H -1.02 -2.34 -3.34 0.17
C 1.23 -0.60 4.05 -0.75
O 1.08 0.27 2.94 -0.04
H 0.50 -1.42 4.04 0.21
H 2.23 -1.05 4.08 0.27
H 1.14 -0.05 4.98 0.28
H 0.59 -0.22 2.25 0.03
C 3.88 -0.44 -3.54 -0.17
O 3.57 0.94 -3.52 -0.50
H 3.88 -0.91 -2.55 -0.16
H 3.04 -0.92 -4.05 0.22
H 4.81 -0.66 -4.06 0.34
H 4.26 1.40 -3.02 0.29
C 3.54 -2.52 0.24 0.81
O 4.25 -2.38 1.47 -0.66
H 3.62 -3.53 -0.16 0.49
H 2.48 -2.30 0.40 -0.42
H 3.96 -1.76 -0.42 -0.54
H 3.99 -3.10 2.06 0.29
C 3.67 2.70 2.72 -0.21
O 2.53 2.66 3.56 -0.57
H 4.14 3.68 2.79 0.38
H 4.38 1.92 3.04 0.24
H 3.42 2.48 1.68 -0.10
H 2.05 1.86 3.32 0.37
```

Properties
Gap between HOMO and LUMO (hartree): 0.33519
Energy relative to the best compared isomer or geometry (same formula, charge and spin) (kJ/mol): 124.7
SMILES: COC[C@H](C)N.COC[C@H](C)N.COC[C@H](C)N.COC[C@H](C)N.COC[C@H](C)N.COC[C@H](C)N.CO.CO.CO.CO.CO.CO

[2]
Molecular formula: C26H57BN4O9P
Method: DFT, the ωB97M-V functional and the def2-TZVPD basis

Structure (XYZ):
```
98
Properties=species:S:1:pos:R:3:mulliken_charge:R:1
C 1.69 -1.01 1.65 -1.14
C 2.90 -1.45 0.83 0.25
C 3.90 -0.34 0.47 -0.15
C 4.23 0.68 1.57 -1.06
C 4.03 2.14 1.15 -1.20
C 2.60 2.46 0.69 0.51
C 1.74 3.06 1.79 -0.38
C 0.31 3.45 1.33 -1.88
C -0.27 2.41 0.43 -0.60
N 0.01 2.52 -0.88 0.61
C -0.37 1.64 -1.83 -0.51
B 0.09 1.83 -3.37 0.68
O -0.16 3.01 -4.03 -0.68
O 0.70 0.79 -3.96 -0.25
C -1.13 0.54 -1.45 0.69
O -1.56 -0.36 -2.36 -0.59
C -1.46 0.39 -0.10 1.09
C -2.24 -0.83 0.29 -0.47
O -1.68 -1.88 0.20 -0.52
O -3.48 -0.65 0.71 -0.45
C -1.03 1.32 0.85 1.06
P -1.40 1.11 2.62 0.61
O -1.97 -0.21 2.97 -0.62
H 1.97 -0.71 2.65 0.36
H 1.03 -1.87 1.79 0.60
H 1.11 -0.23 1.15 -0.18
H 2.52 -1.86 -0.10 -0.38
H 3.42 -2.27 1.33 0.45
H 3.49 0.19 -0.40 -0.21
H 4.82 -0.80 0.10 0.70
H 5.28 0.57 1.82 0.45
H 3.69 0.50 2.50 0.36
H 4.71 2.35 0.32 0.43
H 4.33 2.81 1.96 0.43
H 2.16 1.54 0.29 -0.30
H 2.64 3.16 -0.15 0.14
H 2.23 3.94 2.18 0.43
H 1.66 2.33 2.60 0.25
H 0.34 4.42 0.84 0.44
H -0.31 3.53 2.22 0.42
H 0.57 3.31 -1.18 0.38
H 0.55 3.65 -3.91 0.31
H 1.41 0.42 -3.41 0.17
H -0.84 -0.95 -2.64 0.11
H -3.59 -1.23 1.48 0.46
H -2.32 2.13 2.92 0.17
H -0.27 1.42 3.40 0.13
C 1.73 -3.06 -3.05 -1.24
C 2.72 -2.10 -3.71 0.35
C 4.10 -2.71 -3.96 -0.86
O 4.91 -2.80 -2.81 -0.36
C 4.70 -3.94 -2.00 -0.55
N 2.81 -0.88 -2.90 -0.29
H 1.95 -3.22 -2.00 0.14
H 0.71 -2.66 -3.11 0.19
H 1.73 -4.03 -3.55 0.41
H 2.30 -1.83 -4.69 0.42
H 4.64 -2.05 -4.64 0.33
H 4.02 -3.68 -4.46 0.47
H 4.46 -4.82 -2.60 0.33
H 3.90 -3.78 -1.26 0.13
H 5.62 -4.13 -1.45 0.26
H 3.41 -0.22 -3.39 0.31
H 3.35 -1.12 -2.06 -0.13
C 0.20 -2.61 7.46 -1.56
C -0.58 -1.79 6.43 0.50
C -2.01 -1.45 6.87 -0.57
O -2.93 -2.52 6.75 -0.38
C -2.95 -3.42 7.84 -0.66
N -0.55 -2.49 5.14 -0.63
H -0.13 -3.64 7.48 0.29
H 1.26 -2.61 7.21 0.37
H 0.09 -2.18 8.46 0.36
H -0.05 -0.84 6.31 0.32
H -2.39 -0.67 6.20 0.19
H -2.03 -1.04 7.88 0.46
H -2.78 -2.91 8.79 0.31
H -2.22 -4.22 7.71 0.24
H -3.94 -3.88 7.86 0.26
H -0.98 -1.89 4.44 0.20
H -1.17 -3.28 5.22 0.31
C -4.31 1.72 -3.46 -1.27
C -5.58 2.17 -4.19 0.46
C -5.48 2.06 -5.72 -0.76
O -4.73 3.08 -6.33 -0.43
C -3.33 2.87 -6.33 -0.63
N -5.92 3.52 -3.75 -0.76
H -3.51 2.45 -3.55 0.00
H -4.52 1.59 -2.40 0.41
H -3.95 0.76 -3.86 0.37
H -6.39 1.50 -3.88 0.43
H -6.49 2.15 -6.13 0.37
H -5.11 1.07 -6.02 0.39
H -3.08 1.81 -6.44 0.29
H -2.88 3.26 -5.41 0.19
H -2.90 3.41 -7.16 0.34
H -6.81 3.79 -4.15 0.29
H -5.25 4.16 -4.18 0.30
```

Properties
Gap between HOMO and LUMO (hartree): 0.23212
Net charge: +1

[3]
Molecular formula: C9H26AlN2O7
Method: DFT, the ωB97M-V functional and the def2-TZVPD basis

Structure (XYZ):
```
45
Properties=species:S:1:pos:R:3:mulliken_charge:R:1
O -0.29 3.53 0.80 -0.81
H -0.22 4.44 1.12 0.13
Al 0.04 0.13 0.07 0.07
N -0.99 -0.53 -1.43 0.94
N 1.23 -1.23 -0.79 0.88
O -2.35 -0.21 -1.60 -0.57
O 2.46 -1.78 -0.31 -0.60
C -0.40 -1.23 -2.40 0.38
C 0.89 -1.68 -2.00 0.54
C -1.03 -1.51 -3.70 -1.66
C 1.76 -2.61 -2.74 -1.55
H -1.86 -0.82 -3.90 0.39
H -1.40 -2.54 -3.73 0.36
H -0.29 -1.42 -4.51 0.43
H 2.47 -3.08 -2.05 0.46
H 2.33 -2.07 -3.51 0.33
H 1.15 -3.38 -3.23 0.40
H -2.35 0.75 -1.27 0.50
H 2.87 -1.05 0.20 0.45
O -0.79 -1.64 0.96 -0.45
H -1.64 -1.92 0.55 0.41
H -0.15 -2.34 0.72 0.39
C 1.27 1.70 -0.43 -1.37
H 1.09 2.70 -0.04 0.50
H 1.19 1.74 -1.54 0.22
H 2.28 1.37 -0.16 0.23
O -1.30 2.02 -0.97 -0.57
H -1.16 2.76 -0.31 0.24
H -1.49 2.45 -1.83 0.24
C -2.58 0.55 1.70 -0.97
O -1.20 0.91 1.45 -0.02
C -0.51 1.70 2.42 -0.81
C 0.82 1.11 2.77 -0.68
O 1.18 -0.02 1.89 -0.16
C 1.61 -1.19 2.64 -0.97
H -3.14 1.42 2.05 0.37
H -2.60 -0.24 2.47 0.32
H -3.01 0.19 0.77 0.29
H -1.14 1.91 3.28 0.68
H -0.33 2.82 1.71 0.22
H 1.61 1.87 2.64 0.23
H 0.79 0.79 3.81 0.50
H 2.44 -0.89 3.28 0.33
H 0.78 -1.56 3.25 0.34
H 1.94 -1.94 1.91 0.41
```

Properties
Gap between HOMO and LUMO (hartree): 0.15371
Net charge: +1
Energy relative to the best compared isomer or geometry (same formula, charge and spin) (kJ/mol): 52.0

[4]
Molecular formula: C3H5NO2
Method: DFT, the ωB97M-V functional and the def2-TZVPD basis

Structure (XYZ):
```
11
Properties=species:S:1:pos:R:3:mulliken_charge:R:1
N -1.85 -0.74 -0.03 -0.58
C -0.69 -0.30 -0.15 0.51
C -0.32 1.18 -0.12 -0.17
O 0.98 1.44 0.29 -0.52
C 1.40 -1.03 0.41 -0.37
O 0.42 -1.14 -0.46 -0.26
H -1.90 -1.75 -0.14 0.28
H -0.44 1.56 -1.14 0.26
H -1.08 1.67 0.51 0.26
H 2.22 -1.61 -0.06 0.14
H 1.25 0.71 0.90 0.44
```

Properties
Gap between HOMO and LUMO (hartree): 0.34237
Energy relative to the best compared isomer or geometry (same formula, charge and spin) (kJ/mol): 421.8

[5]
Molecular formula: C43H55N7OPbSiTe
Method: DFT, the ωB97M-V functional and the def2-TZVPD basis

Structure (XYZ):
```
109
Properties=species:S:1:pos:R:3:mulliken_charge:R:1
Pb 0.36 -0.53 -0.62 0.86
C -0.08 -3.56 0.77 -1.27
N 1.17 -3.39 1.47 0.35
C 2.15 -4.43 1.18 -1.28
C 1.51 -2.25 2.12 0.06
N 1.02 -1.08 1.79 1.08
C 0.77 -0.11 2.76 -0.30
C 0.33 -0.55 4.00 -0.40
C -0.02 0.31 5.04 -0.97
C 0.05 1.66 4.84 -0.94
C 0.43 2.18 3.58 1.91
C 0.39 3.58 3.42 -1.20
C 0.68 4.15 2.22 -1.26
C 1.08 3.33 1.16 0.20
C 1.21 1.96 1.28 -0.94
N 1.70 1.31 0.12 1.34
C 2.75 1.88 -0.47 -1.23
N 3.74 2.48 0.26 0.72
C 4.25 3.79 -0.11 -1.24
C 4.02 2.08 1.62 -0.72
N 2.97 1.84 -1.80 1.05
C 4.31 1.83 -2.36 -1.19
C 1.93 1.82 -2.80 -0.51
C 0.82 1.31 2.50 -0.90
N 2.47 -2.42 3.09 0.42
C 3.33 -1.33 3.49 -0.65
C 2.41 -3.53 4.02 -1.33
H -0.52 -4.52 1.06 0.46
H 0.06 -3.58 -0.31 0.18
H -0.77 -2.77 1.04 0.34
H 2.22 -4.56 0.09 0.43
H 1.84 -5.39 1.62 0.33
H 3.13 -4.16 1.55 0.34
H 0.23 -1.62 4.15 0.59
H -0.34 -0.09 5.99 0.39
H -0.21 2.36 5.62 0.42
H 0.10 4.19 4.27 0.39
H 0.60 5.22 2.07 0.48
H 1.30 3.78 0.20 0.78
H 3.83 4.10 -1.06 0.37
H 5.34 3.78 -0.19 0.33
H 3.97 4.52 0.65 0.37
H 3.69 1.06 1.77 -0.04
H 3.53 2.72 2.36 0.25
H 5.10 2.14 1.78 0.50
H 5.05 1.68 -1.57 0.35
H 4.53 2.76 -2.90 0.34
H 4.38 1.00 -3.06 0.31
H 0.95 1.65 -2.35 -0.73
H 2.12 1.04 -3.53 0.25
H 1.89 2.79 -3.32 0.40
H 3.46 -0.65 2.66 -0.23
H 4.30 -1.74 3.76 0.44
H 2.93 -0.78 4.35 0.24
H 1.60 -4.20 3.76 0.39
H 2.23 -3.15 5.03 0.41
H 3.35 -4.09 4.03 0.37
C -4.19 1.67 -2.35 -1.46
C -3.54 1.00 -3.56 2.49
C -4.20 1.54 -4.83 -1.73
C -3.76 -0.51 -3.48 -1.65
Si -1.65 1.33 -3.48 -1.75
O -1.00 0.63 -2.22 0.44
C -1.37 3.21 -3.36 1.05
C -0.92 3.71 -2.14 -0.11
C -0.68 5.07 -1.94 -0.49
C -0.88 5.96 -2.99 -0.63
C -1.35 5.49 -4.20 -0.79
C -1.60 4.14 -4.38 -0.30
C -0.82 0.69 -5.07 0.79
C -0.96 1.21 -6.35 -0.27
C -0.22 0.71 -7.42 -0.91
C 0.68 -0.32 -7.22 -0.57
C 0.81 -0.88 -5.96 -0.27
C 0.05 -0.39 -4.91 0.00
H -5.26 1.43 -2.29 0.57
H -4.09 2.76 -2.39 0.29
H -3.70 1.33 -1.43 -0.18
H -5.27 1.32 -4.82 0.50
H -3.77 1.08 -5.72 0.31
H -4.08 2.62 -4.91 0.31
H -4.83 -0.74 -3.49 0.51
H -3.32 -0.92 -2.57 0.12
H -3.30 -1.01 -4.34 0.33
H -0.76 3.02 -1.32 0.25
H -0.34 5.42 -0.98 0.42
H -0.67 7.01 -2.85 0.38
H -1.53 6.19 -5.01 0.41
H -1.97 3.80 -5.35 0.09
H -1.64 2.03 -6.54 0.20
H -0.35 1.14 -8.41 0.42
H 1.29 -0.69 -8.04 0.39
H 1.51 -1.70 -5.79 0.42
H 0.14 -0.83 -3.92 0.02
Te 3.03 -1.53 -1.20 -0.32
C 2.85 -3.31 -2.34 0.10
C 1.83 -3.50 -3.27 -0.15
C 1.80 -4.64 -4.06 -0.65
C 2.76 -5.62 -3.92 -0.53
C 3.77 -5.46 -2.98 -0.55
C 3.81 -4.31 -2.20 -0.45
H 1.06 -2.75 -3.39 0.38
H 1.01 -4.75 -4.80 0.44
H 2.74 -6.51 -4.54 0.37
H 4.54 -6.21 -2.86 0.38
H 4.61 -4.17 -1.48 0.40
N -3.06 0.07 0.92 0.04
C -2.17 -0.68 0.93 -0.45
H -3.77 0.77 0.82 0.28
```

Properties
Gap between HOMO and LUMO (hartree): 0.26347
Energy relative to the best compared isomer or geometry (same formula, charge and spin) (kJ/mol): 0.0

[6]
Molecular formula: C9H11F3I2O6P
Method: DFT, the ωB97M-V functional and the def2-TZVPD basis

Structure (XYZ):
```
32
Properties=species:S:1:pos:R:3:mulliken_charge:R:1
C -2.47 0.69 -0.65 -1.23
C -3.79 1.21 -0.01 0.27
I -3.82 3.17 0.86 0.15
C -4.88 0.43 0.03 -0.06
I -4.89 -1.55 -0.80 0.23
P -6.38 1.06 0.81 0.36
F -7.62 0.41 0.13 -0.17
H -2.16 -0.18 -0.05 0.34
H -1.74 1.50 -0.67 0.40
H -2.73 0.33 -1.66 0.35
H -6.48 2.44 0.57 0.13
H -6.30 0.79 2.19 0.23
C 1.92 -3.00 -0.34 -0.47
C 0.51 -3.15 -0.85 0.26
O -0.20 -2.20 -0.06 -0.30
C 0.68 -1.22 0.25 0.65
O 0.36 -0.15 0.66 -0.49
O 1.96 -1.61 0.02 -0.29
F 0.02 -4.38 -0.59 -0.28
H 2.11 -3.60 0.55 0.27
H 2.66 -3.23 -1.09 0.33
H 0.38 -2.91 -1.91 0.31
C 3.58 2.05 0.69 -0.35
C 3.93 1.36 -0.60 0.62
O 5.32 1.14 -0.47 -0.33
C 5.56 1.01 0.87 0.63
O 6.55 0.55 1.33 -0.48
O 4.50 1.46 1.60 -0.33
F 3.72 2.18 -1.67 -0.30
H 3.74 3.13 0.64 0.30
H 2.55 1.86 0.99 0.21
H 3.42 0.41 -0.76 0.04
```

Properties
Gap between HOMO and LUMO (hartree): 0.30665
Net charge: +1